This record from the Open Molecules 2025 dataset describes C45H44AsBrN3OPdS2SbTe as an isolated structure at a distorted geometry. The level of theory is ωB97M-V/def2-TZVPD.

* energy: -223756.797 eV
* strongest force on any atom: 5.0 eV Å⁻¹
* frontier orbital gap (alpha / beta): 0.1719 / 0.1719 hartree
* HOMO energy (alpha / beta): -6.5 / -6.5 eV
* multiplicity: 1

Positions of all 100 atoms, in Å:
Pd: 0.36 -1.41 1.09
Br: -5.82 9.90 -3.47
C: -4.78 8.44 -2.80
C: -5.05 7.94 -1.54
C: -4.32 6.87 -1.07
C: -3.35 6.25 -1.89
C: -3.08 6.80 -3.16
C: -3.78 7.90 -3.60
N: -2.77 5.10 -1.53
N: -2.97 4.55 -0.41
C: -2.41 3.50 0.16
C: -2.99 3.02 1.35
C: -2.46 1.97 2.05
C: -1.30 1.29 1.61
O: -0.77 0.36 2.31
C: -0.72 1.72 0.36
N: 0.35 1.04 -0.11
C: 0.90 1.39 -1.25
C: 0.43 2.43 -2.04
C: -0.66 3.16 -1.58
C: -1.25 2.83 -0.36
H: -5.83 8.37 -0.93
H: -4.51 6.45 -0.09
H: -2.32 6.35 -3.77
H: -3.57 8.32 -4.57
H: -3.88 3.52 1.71
H: -2.92 1.63 2.96
H: 1.78 0.82 -1.54
H: 0.91 2.66 -2.97
H: -1.06 3.98 -2.16
C: 0.38 -5.42 3.54
As: 0.70 -3.88 2.36
C: 2.46 -3.36 3.03
C: 1.06 -4.69 0.62
S: -1.11 -2.79 2.49
H: 1.15 -6.18 3.39
H: -0.61 -5.85 3.36
H: 0.41 -5.07 4.57
H: 3.03 -4.28 3.17
H: 2.37 -2.85 3.98
H: 2.97 -2.72 2.30
H: 1.61 -5.62 0.76
H: 1.67 -3.98 0.04
H: 0.11 -4.89 0.11
S: 2.80 -1.16 0.42
C: 6.60 -0.76 6.26
C: 5.54 -0.42 5.27
C: 4.19 -0.58 5.56
C: 3.21 -0.31 4.62
C: 1.76 -0.44 5.01
C: 3.59 0.12 3.34
Te: 2.07 0.54 1.85
C: 4.94 0.34 3.05
C: 5.36 0.90 1.72
C: 5.89 0.07 4.01
H: 6.18 -1.17 7.18
H: 7.18 0.13 6.51
H: 7.29 -1.49 5.84
H: 3.89 -0.92 6.54
H: 1.65 -1.15 5.83
H: 1.12 -0.75 4.18
H: 1.40 0.53 5.36
H: 4.85 1.84 1.54
H: 5.11 0.21 0.91
H: 6.43 1.08 1.71
H: 6.94 0.24 3.80
C: -2.50 -5.55 -3.91
C: -3.28 -4.49 -3.51
C: -2.75 -3.48 -2.72
C: -1.43 -3.56 -2.30
C: -0.64 -4.63 -2.71
C: -1.17 -5.62 -3.51
Sb: -0.46 -1.92 -1.28
C: -2.19 -0.63 -1.18
C: -2.46 0.38 -2.09
C: -3.59 1.16 -1.94
C: -4.47 0.92 -0.90
C: -4.20 -0.09 0.01
C: -3.05 -0.85 -0.12
C: 0.60 -1.39 -3.08
C: -0.11 -1.17 -4.25
C: 0.56 -0.86 -5.42
C: 1.95 -0.80 -5.43
C: 2.66 -1.07 -4.27
C: 1.99 -1.35 -3.09
H: -2.92 -6.33 -4.53
H: -4.32 -4.43 -3.82
H: -3.36 -2.64 -2.43
H: 0.40 -4.68 -2.41
H: -0.55 -6.43 -3.85
H: -1.77 0.59 -2.90
H: -3.80 1.95 -2.65
H: -5.36 1.52 -0.79
H: -4.88 -0.28 0.83
H: -2.84 -1.62 0.63
H: -1.18 -1.27 -4.26
H: 0.00 -0.69 -6.32
H: 2.47 -0.55 -6.34
H: 3.74 -1.06 -4.27
H: 2.55 -1.55 -2.19